(1)
A cluster of 4 separate species, C20H46BBr2N4O8P in total. Source: OMol25; level of theory: the ωB97M-V functional and the def2-TZVPD basis.

Calculated values
Charge: 0
E_LUMO: 0.333 eV
SMILES: C#CCO[P@](=O)(OB(O)N(C)C)O/C(Br)=C(\C)Br.COC[C@@H](C)N.COC[C@@H](C)N.COC[C@@H](C)N
HOMO level: -9.1068 eV
HOMO-LUMO gap: 9.440 eV
ΔE to the lowest compared entry with this formula, charge and spin: 0.00 kJ/mol

Structure (XYZ):
```
82
Properties=species:S:1:pos:R:3:forces:R:3:mulliken_charge:R:1
C 0.61210 -5.29512 3.22327 0.034 -0.191 -0.001 0.017
C -0.20216 -5.48110 2.36617 -0.074 0.600 0.078 -0.723
C -1.24739 -5.50199 1.34957 0.149 -0.796 -0.109 -0.003
O -0.83043 -4.87815 0.11153 -0.016 -0.021 0.278 -0.227
P -0.92247 -3.30740 0.02549 0.299 0.530 -0.100 1.259
O -0.77517 -2.57081 1.27666 -0.077 -0.094 0.101 -0.673
O -2.23852 -2.98437 -0.77771 -0.037 -0.093 0.270 0.064
B -3.52166 -3.21623 -0.22692 -0.197 -0.289 0.208 0.050
O -4.20106 -4.27423 -0.79759 0.447 -0.222 0.220 -0.533
N -4.07244 -2.42023 0.82170 -0.245 0.651 -1.717 -0.009
C -3.56208 -1.02829 0.88201 -0.072 -0.256 0.596 -0.865
C -5.55633 -2.39727 0.78746 0.460 0.075 0.714 -1.145
O 0.24784 -3.03232 -1.04333 -0.473 -0.143 -0.210 -0.425
C 0.31331 -1.77223 -1.59348 0.221 0.365 -0.149 -0.313
Br -0.62779 -1.54556 -3.21594 0.069 -0.177 0.132 -0.124
C 1.06521 -0.82907 -1.03164 -0.106 -0.241 0.016 0.842
C 1.83163 -1.02103 0.23434 0.095 0.050 0.091 -1.119
Br 1.21818 0.88173 -1.80321 -0.087 -0.043 -0.006 -0.129
H 1.33393 -5.14034 3.98846 0.021 -0.051 -0.016 0.409
H -1.47231 -6.53530 1.08224 -0.091 0.075 -0.089 0.327
H -2.16845 -5.06088 1.73261 0.069 0.192 0.001 0.165
H -4.65289 -4.83095 -0.15580 -0.294 0.170 -0.134 0.241
H -3.46572 -0.72458 1.92447 0.043 0.081 -0.009 0.239
H -2.59453 -0.93194 0.40395 0.059 -0.056 0.069 0.283
H -4.26461 -0.35061 0.39125 0.001 -0.016 -0.067 0.357
H -5.89814 -1.67994 1.53336 -0.073 -0.057 0.031 0.402
H -5.97214 -3.36525 1.05699 -0.044 -0.052 -0.107 0.394
H -5.92264 -2.07614 -0.18877 -0.115 -0.086 -0.027 0.362
H 2.85881 -0.68233 0.09387 -0.004 0.020 0.027 0.344
H 1.83695 -2.06204 0.54437 -0.034 -0.020 -0.043 0.281
H 1.37727 -0.43964 1.03778 0.026 0.031 -0.007 0.278
C 6.31975 4.50669 0.90322 0.042 -0.012 -0.106 -0.514
O 5.72871 3.39776 0.25413 0.012 0.048 0.050 -0.424
C 4.72164 2.72972 0.98829 -0.050 -0.161 -0.009 -0.528
C 3.33685 3.38612 0.92548 0.025 0.187 -0.032 0.573
C 3.20803 4.64245 1.77884 -0.044 0.006 0.107 -1.271
N 2.93024 3.69949 -0.44675 0.126 -0.120 -0.027 -0.595
H 6.39554 4.34324 1.98264 -0.022 0.014 0.014 0.296
H 5.76439 5.42974 0.71816 -0.012 0.009 0.082 0.117
H 7.32340 4.62618 0.49600 -0.002 -0.026 -0.004 0.279
H 4.64686 1.73682 0.53615 0.026 0.022 -0.040 0.122
H 5.04229 2.58999 2.02989 -0.029 0.064 0.017 0.436
H 2.62812 2.64726 1.31483 0.037 -0.051 -0.010 0.304
H 3.67741 5.50624 1.30745 0.021 -0.010 -0.003 0.085
H 2.15564 4.88697 1.92032 -0.005 -0.011 -0.028 0.334
H 3.65554 4.50617 2.76555 0.016 -0.008 -0.013 0.351
H 2.89631 2.83619 -0.98144 -0.055 0.070 0.019 0.090
H 3.67619 4.24178 -0.87533 -0.035 0.048 0.022 0.298
C -2.53627 -7.12439 -1.66519 0.089 -0.044 -0.002 -0.513
O -3.32311 -7.60434 -0.58415 -0.015 0.071 -0.012 -0.375
C -4.70917 -7.71032 -0.84643 -0.112 0.036 0.125 -0.505
C -5.13164 -8.98239 -1.59242 0.146 -0.070 -0.088 0.195
C -4.79923 -8.96589 -3.08088 -0.069 0.018 -0.075 -1.402
N -4.57348 -10.19654 -0.99253 -0.015 0.124 0.139 -0.748
H -3.07949 -6.37624 -2.24832 0.006 -0.001 0.009 0.277
H -2.20781 -7.93531 -2.31938 -0.081 -0.003 -0.035 0.277
H -1.65322 -6.65633 -1.23771 0.003 0.034 -0.044 0.151
H -5.18869 -7.72331 0.13758 0.040 -0.029 0.023 0.315
H -5.06313 -6.81292 -1.37304 0.025 -0.056 -0.103 0.340
H -6.22074 -9.04271 -1.50087 -0.010 0.040 0.042 0.425
H -3.74325 -9.16586 -3.26138 0.014 0.022 0.041 0.296
H -5.36626 -9.73996 -3.59689 0.021 -0.029 0.028 0.348
H -5.04816 -8.00397 -3.53314 0.013 0.002 0.007 0.338
H -4.89641 -10.28259 -0.03345 -0.057 -0.056 -0.038 0.285
H -3.56726 -10.07446 -0.91476 0.000 -0.047 -0.071 0.321
C 1.82686 7.74755 0.39531 -0.020 0.017 0.134 -0.648
O 3.00440 8.28137 0.97450 -0.030 -0.031 -0.057 -0.417
C 3.89090 8.91466 0.07425 0.172 -0.001 0.010 -0.642
C 3.52723 10.36221 -0.28089 -0.177 0.008 0.033 0.288
C 2.36375 10.48722 -1.25928 0.012 0.026 -0.096 -1.400
N 3.24237 11.17479 0.90446 0.107 -0.111 0.051 -0.737
H 2.01602 7.35626 -0.60849 -0.012 0.010 -0.016 0.315
H 1.02649 8.49044 0.35543 0.005 -0.002 -0.104 0.286
H 1.49647 6.92763 1.02953 0.013 -0.013 -0.011 0.213
H 4.85885 8.92491 0.58325 -0.024 -0.009 0.035 0.345
H 4.00738 8.30656 -0.83373 -0.059 0.035 -0.031 0.412
H 4.41028 10.78947 -0.76655 0.040 -0.041 0.015 0.410
H 1.40399 10.32633 -0.76849 0.017 -0.032 0.031 0.279
H 2.34274 11.48922 -1.68685 -0.007 0.014 0.042 0.348
H 2.45441 9.77060 -2.07793 -0.004 -0.006 0.010 0.344
H 4.06243 11.20071 1.50305 0.011 0.072 -0.038 0.276
H 2.53951 10.68838 1.45481 -0.045 0.049 -0.033 0.324
```
Positions in Å, forces in eV/Å.


(2)
A structure of composition C20H46Cl2CrF6N8O9PS2. Source: OMol25; level of theory: the ωB97M-V functional and the def2-TZVPD basis.

Calculated values
2S+1: 4
Charge: 0
E_LUMO (alpha / beta): -1.327 / -0.552 eV
HOMO level (alpha / beta): -8.3177 / -8.3185 eV
HOMO-LUMO gap (alpha / beta): 6.991 / 7.767 eV

Structure (XYZ):
```
95
Properties=species:S:1:pos:R:3:forces:R:3:mulliken_charge:R:1
Cr -0.74591 0.49331 -1.29035 0.045 -2.649 -0.646 0.143
Cl -3.21112 0.58046 -1.50217 1.225 0.287 0.024 -0.475
Cl 1.56337 -0.28726 -1.03389 -1.141 0.342 -0.080 -0.374
C 2.12056 2.79496 -3.38268 0.124 1.022 1.999 0.700
F 2.65239 2.41014 -2.19671 -0.064 0.903 -1.057 -0.174
F 2.74259 3.89264 -3.88915 -0.828 -1.411 0.746 -0.231
F 2.24250 1.78425 -4.17861 -0.154 -0.465 -1.135 -0.195
S 0.22392 3.18686 -3.08507 -1.357 -1.833 -1.444 0.704
O -0.00425 4.58100 -3.10543 0.366 0.677 0.744 -0.509
O -0.49495 2.46428 -4.07096 0.151 -0.322 -0.860 -0.569
N -0.21686 2.34552 -1.55225 2.614 3.848 -3.011 -0.162
S 0.53117 3.36134 -0.55372 -0.456 -0.473 8.164 0.135
O 0.97448 2.61093 0.65285 -1.042 1.199 -2.743 -0.512
O 1.36476 4.47579 -0.89669 -0.186 -0.887 -1.225 -0.490
C -1.07065 4.21119 0.05752 -1.279 -0.113 1.652 0.658
F -0.87231 4.90673 1.26027 -0.234 -1.564 -2.075 -0.249
F -1.62171 5.07469 -0.79260 0.616 -0.238 0.171 -0.213
F -2.05174 3.21683 0.25929 1.819 1.592 0.144 -0.225
C -4.72799 6.25211 -2.95127 0.162 0.258 -1.541 0.111
O -5.37751 6.98725 -3.67390 0.298 0.894 0.085 -0.641
N -5.27061 5.29044 -2.24036 -1.607 -1.919 0.867 0.107
C -4.51000 4.11127 -1.72302 -0.958 1.533 0.585 -0.343
C -6.77050 5.27301 -1.99222 1.460 0.923 -0.320 -1.004
H -3.62844 6.25222 -2.89476 0.101 0.165 -0.092 0.363
H -4.57884 4.22693 -0.64136 -0.066 -0.780 0.199 0.303
H -3.43908 4.12973 -1.92522 -0.328 0.141 -0.598 -0.222
H -5.00256 3.21129 -2.09117 0.321 -0.072 0.190 0.276
H -7.31890 6.10739 -2.42943 0.840 0.309 -0.411 0.336
H -7.27246 4.42147 -2.45159 0.299 -0.488 0.775 0.311
H -6.83692 5.49050 -0.92621 -0.583 -1.045 0.187 0.359
C -0.79837 -0.00628 1.86477 -0.035 0.397 0.918 -0.295
O -0.96939 0.46830 0.74731 -0.261 -0.063 -1.121 0.459
N -1.70919 -0.71249 2.52877 -0.657 -0.663 -0.615 0.354
C -3.04920 -0.96878 1.93293 0.618 0.496 0.249 -0.844
C -1.38544 -1.38099 3.76074 0.078 1.076 2.226 -1.005
H 0.05837 0.25161 2.50642 0.370 -0.194 -0.535 0.553
H -3.50252 -0.04736 1.56744 0.564 0.034 -0.535 0.228
H -3.76192 -1.25712 2.70559 0.436 -0.666 0.054 0.366
H -2.87582 -1.69183 1.13593 -0.717 -0.002 -0.024 0.256
H -1.61953 -2.43474 3.91207 -0.056 -0.062 -0.945 0.373
H -0.37856 -1.20281 4.13831 0.451 -0.148 -0.895 0.127
H -1.89694 -0.86840 4.57543 -0.703 -0.062 0.067 0.451
C -1.19984 -2.78738 -1.82737 1.992 -0.746 3.002 0.066
O -1.12504 -1.56984 -1.58851 -0.649 -2.706 -0.075 -0.610
N -0.69896 -3.81497 -0.96506 -0.771 0.061 -1.614 0.262
C -0.55874 -5.25063 -1.38215 -0.090 1.572 0.397 -0.912
C -0.12492 -3.70383 0.34747 -0.441 2.412 0.841 -0.517
H -1.62315 -3.28938 -2.71111 -0.023 0.716 -0.123 0.314
H -0.80757 -5.32607 -2.44068 -0.084 -0.553 0.247 0.282
H -1.10017 -5.86669 -0.66421 -0.744 -0.080 -0.556 0.337
H 0.46448 -5.54795 -1.15254 0.301 0.188 -0.675 0.328
H -0.33003 -2.71280 0.75230 0.425 0.571 -0.430 -0.475
H -0.65350 -4.24871 1.12966 0.104 -1.072 -0.451 0.397
H 0.95616 -3.84288 0.35122 -0.132 -0.271 0.053 0.474
C -0.34361 -0.32200 -4.50429 1.196 -0.057 0.494 0.082
O -0.48102 0.13489 -3.37554 -0.331 -0.052 0.705 0.413
N -1.24243 -0.37366 -5.45439 -0.148 -1.089 -0.029 0.232
C -1.02896 -1.19790 -6.66157 0.452 1.768 0.651 -0.907
C -2.51943 0.24315 -5.36120 -0.974 0.721 -0.731 -0.828
H 0.62986 -0.68558 -4.86811 0.108 -0.146 0.454 0.294
H -1.83202 -1.93330 -6.71050 0.556 -0.386 -0.120 0.308
H 0.02109 -1.48824 -6.62719 -0.352 -0.925 -0.067 0.305
H -1.07776 -0.52637 -7.51876 -0.345 -0.082 -0.195 0.370
H -3.36399 -0.41691 -5.16340 0.204 -0.440 0.046 0.252
H -2.59579 1.05844 -4.64177 0.488 -0.077 -0.118 0.189
H -2.59142 0.58306 -6.39435 -0.973 0.708 0.145 0.376
O 5.81934 -1.45297 4.25403 -0.514 -1.027 -0.317 -0.837
P 4.42885 -1.62803 3.77966 -1.661 0.933 0.560 0.281
N 3.53791 -2.83176 4.68536 -0.691 2.030 -0.943 0.333
C 2.09348 -3.15391 4.56011 0.415 0.117 -0.536 -0.741
C 4.16528 -3.84840 5.49502 -0.150 0.729 0.701 -1.082
N 4.22164 -2.06601 2.20190 -0.150 0.717 -0.815 0.496
C 5.28966 -2.67323 1.52515 1.533 -2.169 -1.050 -1.116
C 2.94730 -2.23538 1.51801 -1.845 0.851 1.535 -0.908
N 3.56669 -0.15147 3.68621 -0.428 0.382 0.952 0.400
C 2.86410 0.44554 4.88224 0.791 -1.732 -0.504 -1.114
C 4.07524 0.91677 2.73629 -0.464 -0.821 0.355 -1.163
H 1.57511 -3.30063 5.50766 0.243 0.566 0.488 0.447
H 1.95388 -4.13008 4.09566 0.292 -0.300 -0.363 0.457
H 1.50570 -2.48121 3.93553 0.350 0.413 0.292 -0.308
H 3.48873 -4.68312 5.31166 1.065 -0.893 0.232 0.339
H 4.08585 -3.58463 6.54964 -0.198 -0.083 0.345 0.306
H 5.24034 -3.94985 5.34647 -0.229 -0.394 -0.601 0.352
H 5.87346 -3.37267 2.12353 0.102 0.135 0.540 0.313
H 4.85441 -3.35467 0.79419 0.204 0.112 -0.373 0.363
H 6.03857 -2.06630 1.01636 -0.266 0.593 0.000 0.278
H 2.96786 -2.55983 0.47762 0.464 -0.162 0.376 0.663
H 2.24569 -2.77664 2.15274 0.390 -1.605 -0.384 0.011
H 2.25907 -1.39027 1.53341 0.910 1.276 -0.489 0.197
H 2.60541 -0.41441 5.50004 -0.359 -0.006 0.102 0.374
H 3.48485 1.05076 5.54292 0.274 0.346 -0.371 0.339
H 1.95139 0.97927 4.61736 0.127 0.062 -0.247 0.288
H 5.03406 0.75349 2.24424 0.269 -0.511 0.659 0.328
H 4.14094 1.81942 3.34373 -0.013 0.153 -0.398 0.420
H 3.40801 1.01935 1.88049 -0.471 0.276 0.263 0.310
```
Positions in Å, forces in eV/Å.


(3)
A structure of composition C20H46FeO3P4Se. Source: OMol25; level of theory: the ωB97M-V functional and the def2-TZVPD basis.

Calculated values
2S+1: 6
Charge: +3
E_LUMO (alpha / beta): -7.989 / -12.798 eV
HOMO level (alpha / beta): -15.5745 / -15.8596 eV
HOMO-LUMO gap (alpha / beta): 7.585 / 3.062 eV
ΔE to the lowest compared entry with this formula, charge and spin: 149.61 kJ/mol

Structure (XYZ):
```
75
Properties=species:S:1:pos:R:3:forces:R:3:mulliken_charge:R:1
Fe -0.58301 0.62291 -0.74453 1.283 -3.038 1.347 0.029
P 1.80415 -0.06131 -0.26451 1.036 0.077 -0.046 0.951
P -0.36333 2.38412 0.48522 -0.225 1.553 1.229 0.612
P 0.06573 1.14343 -2.71754 0.676 0.542 -2.386 1.204
H -2.11221 -0.97457 0.36942 -0.219 -0.603 -0.370 0.665
C -1.70878 -1.17805 -0.63414 1.262 -0.508 -0.298 -0.960
C -0.46583 -1.80493 -0.76622 -1.685 0.461 0.120 -0.739
H -0.01218 -2.29476 0.10899 -0.052 0.607 -0.575 0.183
C 2.22143 -1.13783 1.15197 0.117 -0.187 0.530 -1.113
C 3.10076 1.22495 0.05762 -0.184 -0.059 -0.167 -1.483
C 2.69470 -1.03723 -1.56211 -0.252 0.039 0.068 -1.297
C -2.01342 3.16775 0.64859 0.166 0.062 0.209 -1.297
C 0.15164 2.21434 2.24321 -0.083 0.495 -0.044 -0.898
C 0.65297 3.80348 -0.10068 -0.053 -0.024 0.180 -1.292
C 0.09669 -0.27371 -3.86998 -0.131 0.044 -0.279 -1.340
C 1.56883 2.07625 -3.19192 -0.117 0.010 -0.184 -1.263
C -1.23675 2.20578 -3.42806 -0.082 -0.050 -0.099 -0.978
H -2.30338 -0.95369 -1.53582 0.345 -0.423 0.588 0.191
H -0.11542 -2.11120 -1.76131 -0.160 0.182 0.575 0.421
H 1.66638 -2.07799 1.11350 0.210 0.071 -0.005 0.418
H 1.96654 -0.65464 2.10842 0.235 -0.104 -0.501 -0.057
H 3.30442 -1.37183 1.13976 -0.557 0.161 0.037 0.533
H 2.89216 1.76272 0.98903 0.072 -0.069 -0.203 0.356
H 3.15731 1.94290 -0.76806 0.028 -0.128 0.191 0.363
H 4.07243 0.72298 0.15847 -0.226 0.154 -0.041 0.551
H 2.10009 -1.91744 -1.83225 0.227 0.140 -0.012 0.303
H 3.65247 -1.37552 -1.15041 -0.159 0.093 -0.142 0.532
H 2.88571 -0.44586 -2.46283 -0.025 -0.172 0.193 0.355
H -1.90334 4.07436 1.26550 -0.455 -0.230 -0.272 0.539
H -2.69973 2.44335 1.12171 0.189 0.439 -0.021 0.334
H -2.40290 3.40862 -0.35588 0.171 0.119 0.436 0.287
H -0.00616 3.19437 2.73354 0.164 -0.540 -0.003 0.577
H 1.20699 1.92144 2.31979 -0.299 0.120 -0.029 0.157
H -0.45841 1.44386 2.73185 0.043 0.285 -0.111 0.038
H 0.42713 4.66471 0.56157 0.243 -0.388 -0.425 0.535
H 0.38454 4.06105 -1.14001 0.091 -0.051 0.498 0.340
H 1.72852 3.55893 -0.04971 -0.538 0.200 -0.034 0.313
H -0.04969 0.12313 -4.88660 0.139 -0.363 0.202 0.508
H -0.71854 -0.97391 -3.63334 0.192 0.217 -0.192 0.278
H 1.05059 -0.81622 -3.81091 -0.312 0.206 -0.062 0.285
H 1.45956 2.35042 -4.25325 0.210 -0.035 0.320 0.496
H 2.47597 1.47328 -3.06542 -0.250 0.216 -0.076 0.338
H 1.65955 2.99070 -2.59389 0.010 -0.218 -0.196 0.283
H -1.10718 2.21250 -4.51771 -0.282 0.277 0.196 0.539
H -1.14806 3.22111 -3.01466 -0.083 -0.224 -0.242 0.284
H -2.22733 1.79676 -3.15498 0.509 0.262 -0.415 0.083
C -5.47240 -0.15760 -1.77517 0.498 0.380 0.239 0.669
C -5.20891 -1.53316 -1.82080 0.137 -1.716 0.099 0.101
C -6.21173 -2.45484 -2.18190 1.311 0.763 0.433 -0.748
C -7.49652 -2.00394 -2.49360 -0.108 -0.005 -0.036 -0.327
C -7.79011 -0.63411 -2.42465 0.728 0.657 0.264 -0.651
C -6.79006 0.27658 -2.07128 -0.796 0.726 -0.452 -0.471
Se -4.05981 1.12511 -1.44259 -1.099 -0.944 0.970 0.198
H -3.08062 0.44281 -0.37427 -1.492 0.711 -1.485 0.136
H -4.19183 -1.88102 -1.57467 -0.751 -0.010 -0.208 0.378
H -5.98186 -3.51549 -2.22030 0.018 0.192 -0.010 0.425
H -8.26414 -2.72440 -2.79147 0.240 0.312 0.125 0.421
H -8.79332 -0.28618 -2.65207 0.197 0.054 0.074 0.423
H -7.02908 1.34929 -2.03170 0.079 -0.555 -0.030 0.385
C 1.42623 0.02475 5.26228 0.287 0.944 0.880 -0.764
O 0.98183 -0.58464 4.03364 -2.694 -0.886 -1.101 -0.115
P -0.55630 -1.22630 3.85893 3.904 -3.799 2.249 0.641
O -0.72820 -2.04334 5.25243 -1.219 2.128 -2.175 -0.317
C 0.24040 -2.98585 5.75099 0.642 -0.869 0.801 -0.693
O -0.27738 -2.47160 2.76384 -0.113 2.576 1.010 -0.063
C -1.20313 -3.56340 2.62932 -1.003 -0.464 -0.140 -0.791
H 0.59711 0.37973 5.90078 0.277 -0.273 -0.383 0.382
H 2.04220 0.88556 4.96962 -0.244 -0.319 0.102 0.358
H 2.04412 -0.67915 5.83992 -0.296 0.011 -0.398 0.295
H 1.10821 -3.11983 5.09443 -0.278 0.224 -0.014 0.376
H 0.56412 -2.62032 6.73649 -0.130 -0.143 -0.397 0.299
H -0.26922 -3.95007 5.87871 0.096 0.369 -0.065 0.280
H -0.63706 -4.49797 2.66222 0.149 0.260 0.055 0.288
H -1.96053 -3.57538 3.42300 0.292 0.030 -0.084 0.450
H -1.70661 -3.48591 1.65964 0.179 0.027 0.187 0.273
```
Positions in Å, forces in eV/Å.


Let's list molecular weight in order: 672.20, 874.63, 593.29 Da.